*w*
DFT (the ωB97M-V functional and the def2-TZVPD basis) results for a 10-piece molecular cluster, H20O10 overall.

## Properties
HOMO   -0.38292 hartree
SMILES string   O.O.O.O.O.O.O.O.O.O

The geometry in XYZ format:
```
30
Properties=species:S:1:pos:R:3:nbo_charge:R:1
H 0.35 0.80 0.31 0.457
H 0.29 -5.12 2.87 0.458
H 5.01 3.27 1.14 0.465
H 1.12 1.83 -4.18 0.473
O 4.47 4.02 0.97 -0.931
H 1.08 3.64 3.29 0.469
H 1.29 -1.42 -2.04 0.477
H -0.72 1.23 3.80 0.482
O 2.00 1.48 -3.79 -0.930
H 0.17 -4.24 1.55 0.490
O -0.23 0.09 0.04 -0.954
O 0.43 2.97 3.34 -0.937
H 3.65 3.57 0.55 0.466
O -2.43 -0.05 -0.60 -0.926
O -0.48 0.93 4.71 -0.939
H 0.25 -0.39 -0.66 0.483
O 0.40 -1.17 -2.40 -0.937
H -1.48 -4.30 0.28 0.464
H -1.15 0.44 5.04 0.456
H -3.01 0.90 -2.89 0.471
H -0.84 -4.58 -0.97 0.481
H 0.55 -0.37 -2.91 0.476
H -2.30 0.85 -0.38 0.475
H 2.03 0.64 -4.24 0.461
H -0.19 3.48 3.91 0.470
H -3.53 0.01 -4.02 0.470
O -3.47 0.97 -3.72 -0.944
H -3.37 -0.13 -1.05 0.448
O 0.73 -4.90 2.07 -0.959
O -0.62 -4.44 -0.02 -0.933
```

=====

*x*
DFT (the ωB97M-V functional and the def2-TZVPD basis) results for a 10-piece molecular cluster, H20O10 overall.

## Properties
HOMO   -0.41249 hartree
SMILES string   O.O.O.O.O.O.O.O.O.O

The geometry in XYZ format:
```
30
Properties=species:S:1:pos:R:3:nbo_charge:R:1
H -14.21 -14.43 -0.60 0.470
H -15.62 -16.05 5.64 0.467
O -17.60 -13.47 -2.52 -0.939
H -18.86 -16.85 0.92 0.475
H -20.15 -16.53 5.63 0.481
H -18.21 -20.89 0.30 0.471
O -18.33 -20.04 0.72 -0.941
O -15.76 -16.05 6.59 -0.947
H -17.81 -15.97 1.58 0.473
H -14.34 -15.65 0.29 0.480
H -12.99 -16.88 3.79 0.477
H -22.79 -14.56 4.33 0.469
H -22.67 -15.32 3.03 0.475
H -21.73 -15.29 -0.73 0.467
H -20.13 -16.93 7.09 0.469
H -16.97 -13.88 -1.92 0.471
H -16.62 -16.33 -4.20 0.471
H -16.37 -16.78 -2.77 0.470
O -22.67 -15.44 3.98 -0.944
O -14.79 -15.16 -0.41 -0.949
H -18.78 -20.25 1.54 0.470
H -21.02 -14.27 0.13 0.474
H -12.93 -15.64 2.92 0.467
O -13.43 -16.45 3.06 -0.944
O -16.35 -17.09 -3.68 -0.941
H -16.71 -16.01 6.70 0.480
O -18.76 -16.10 1.51 -0.949
O -21.74 -14.36 -0.49 -0.941
H -17.38 -12.53 -2.49 0.468
O -19.56 -16.65 6.37 -0.950
```

=====

Which is most stable, and by how much? *x*, by 39.5 kcal/mol.

=====

*w*
DFT (the ωB97M-V functional and the def2-TZVPD basis) results for a 10-piece molecular cluster, H20O10 overall.

## Properties
HOMO   -0.37318 hartree
SMILES string   O.O.O.O.O.O.O.O.O.O

The geometry in XYZ format:
```
30
Properties=species:S:1:pos:R:3:nbo_charge:R:1
H 4.23 2.06 2.87 0.468
O 3.74 1.23 2.82 -0.934
H -2.13 3.36 0.71 0.467
H -1.68 -3.72 3.40 0.464
H 3.06 1.39 2.16 0.466
O 2.38 -1.84 2.20 -0.939
O -1.08 -2.23 -2.11 -0.933
O -1.52 -3.44 2.50 -0.932
H 2.68 -2.26 3.01 0.478
H -2.56 3.38 -0.75 0.472
O 1.10 0.78 -2.47 -0.949
H -0.09 -1.29 -4.22 0.477
O -0.40 -0.50 1.09 -0.936
H 0.51 -0.80 1.10 0.461
H -0.55 -3.42 2.43 0.468
H -3.29 -0.43 1.93 0.475
H 0.79 2.90 -0.65 0.474
H 0.91 1.72 -2.60 0.481
O -3.58 -0.25 1.03 -0.941
H -0.60 -0.37 0.16 0.475
O 0.70 3.50 -1.39 -0.943
H -0.71 -1.66 -1.42 0.466
H -0.75 -3.11 -1.90 0.466
H 1.65 -1.27 2.48 0.461
H -4.53 -0.41 1.05 0.467
H 1.31 4.22 -1.19 0.473
H 1.20 -1.97 -3.81 0.455
O -2.32 3.96 -0.02 -0.939
O 0.80 -1.10 -3.90 -0.932
H 2.05 0.71 -2.65 0.465
```

=====

*x*
DFT (the ωB97M-V functional and the def2-TZVPD basis) results for a 10-piece molecular cluster, H20O10 overall.

## Properties
HOMO   -0.39801 hartree
SMILES string   O.O.O.O.O.O.O.O.O.O

The geometry in XYZ format:
```
30
Properties=species:S:1:pos:R:3:nbo_charge:R:1
H 2.34 0.23 -1.07 0.503
H 3.17 -0.39 1.10 0.513
H -2.25 1.54 1.27 0.499
H -2.34 0.09 0.77 0.511
H 1.41 1.71 1.85 0.480
O -2.40 1.01 0.47 -0.985
H 3.84 0.44 -1.29 0.488
H 1.46 0.27 2.36 0.493
O 3.29 -0.57 2.06 -1.007
O -2.98 3.29 -1.04 -0.954
H 1.57 -2.63 0.40 0.486
H -3.76 0.32 -1.10 0.475
O 3.15 0.47 -0.61 -0.976
H 0.67 -0.11 -2.24 0.495
H -1.94 -3.24 1.11 0.470
O 0.87 0.93 1.96 -0.968
H -2.72 2.39 -0.78 0.485
H 0.46 -0.08 0.25 0.505
O 1.06 -0.24 -3.12 -0.989
H -0.87 0.32 -0.39 0.496
O -3.58 0.05 -2.00 -0.943
H -2.16 3.79 -1.06 0.461
H -3.49 -0.91 -1.96 0.467
H -0.73 -2.30 1.19 0.503
H 0.46 0.20 -3.73 0.471
H 1.86 -1.78 1.65 0.499
O 1.16 -2.03 1.03 -0.979
O -1.70 -2.32 1.23 -0.983
O -0.04 -0.14 -0.58 -1.009
H 4.19 -0.29 2.25 0.492
```

=====

Which is most stable, and by how much? *x*, by 49.0 kcal/mol.

=====

*w*
DFT (the ωB97M-V functional and the def2-TZVPD basis) results for a 10-piece molecular cluster, H20O10 overall.

## Properties
HOMO   -0.35838 hartree
SMILES string   O.O.O.O.O.O.O.O.O.O

The geometry in XYZ format:
```
30
Properties=species:S:1:pos:R:3:nbo_charge:R:1
H 3.41 -0.01 -1.51 0.481
O 2.53 0.33 -1.67 -0.967
H 0.16 0.54 -0.60 0.469
H -1.65 1.94 -2.35 0.474
O -2.42 2.46 -2.11 -0.939
H 1.88 -1.93 0.40 0.487
O -0.78 -2.93 2.99 -0.936
O 0.14 1.44 -3.31 -0.951
O -2.90 0.09 1.76 -0.958
H 0.93 2.32 3.22 0.468
H -2.23 0.33 1.10 0.486
H 0.83 1.15 2.26 0.473
H -2.80 2.72 -2.96 0.463
O 0.96 -2.22 0.47 -0.961
H 2.30 0.02 -2.55 0.488
O 2.43 2.47 0.35 -0.948
O 0.41 1.54 3.03 -0.942
H -2.47 0.26 2.60 0.469
H -0.01 -2.91 2.41 0.469
H 0.79 1.27 -4.00 0.474
H -1.22 -3.76 2.79 0.468
O -0.42 0.21 0.09 -0.970
H 2.85 3.06 -0.28 0.469
H -2.40 -2.46 -0.65 0.467
H -0.12 -0.70 0.26 0.491
H 0.94 -3.10 0.07 0.489
O -2.53 -2.92 0.19 -0.935
H -1.72 -2.75 0.69 0.466
H 0.61 1.94 -2.63 0.481
H 2.49 1.60 -0.06 0.475
```

=====

*x*
DFT (the ωB97M-V functional and the def2-TZVPD basis) results for a 10-piece molecular cluster, H20O10 overall.

## Properties
HOMO   -0.38515 hartree
SMILES string   O.O.O.O.O.O.O.O.O.O

The geometry in XYZ format:
```
30
Properties=species:S:1:pos:R:3:nbo_charge:R:1
H 11.39 -7.85 -14.39 0.473
H 10.38 -4.57 -14.17 0.490
H 14.02 -7.64 -12.46 0.493
O 10.92 -4.80 -14.90 -0.943
O 12.16 -7.90 -13.90 -0.979
H 16.18 -5.26 -12.47 0.479
O 16.09 -1.28 -13.00 -0.963
H 11.77 -5.24 -12.07 0.465
H 12.02 -7.20 -13.27 0.467
H 13.20 -1.60 -13.40 0.490
H 12.36 -6.37 -11.26 0.503
O 14.11 -3.28 -10.99 -0.922
H 12.65 -4.67 -14.33 0.487
O 13.41 -4.64 -13.74 -1.012
H 13.60 -3.69 -13.83 0.494
H 10.39 -6.42 -14.86 0.482
O 16.37 -4.33 -12.26 -0.976
H 9.42 -7.36 -14.07 0.471
H 13.13 -1.83 -14.91 0.489
H 10.70 -4.20 -15.62 0.503
H 15.58 -4.03 -11.76 0.474
H 14.00 -6.12 -12.85 0.504
O 14.40 -6.76 -12.21 -1.009
H 13.31 -3.40 -11.51 0.464
O 9.77 -7.21 -14.97 -0.964
H 15.42 -1.89 -13.30 0.480
H 14.19 -4.09 -10.52 0.479
O 11.60 -6.10 -11.81 -0.957
H 16.95 -1.61 -13.12 0.478
O 13.69 -1.97 -14.15 -0.939
```

=====

Which is most stable, and by how much? *x*, by 3.6 kcal/mol.

=====

*w*
DFT (the ωB97M-V functional and the def2-TZVPD basis) results for a 10-piece molecular cluster, H20O10 overall.

## Properties
HOMO   -0.37248 hartree
SMILES string   O.O.O.O.O.O.O.O.O.O

The geometry in XYZ format:
```
30
Properties=species:S:1:pos:R:3:nbo_charge:R:1
O -11.42 2.40 -7.34 -0.944
H -17.93 -0.58 -8.29 0.478
O -16.53 2.52 -9.39 -0.982
O -13.95 0.65 -3.85 -0.939
H -15.20 4.20 -6.82 0.486
H -16.99 -0.61 -9.47 0.483
O -17.54 -0.54 -5.32 -0.941
H -10.68 1.89 -7.03 0.470
O -14.34 0.16 -6.45 -1.010
H -13.92 -0.82 -8.11 0.484
H -16.17 2.75 -8.54 0.477
O -11.00 0.14 -3.87 -0.921
H -13.36 -2.73 -4.85 0.457
H -16.66 -0.83 -5.55 0.476
H -15.07 0.72 -6.73 0.501
H -12.19 1.87 -7.15 0.475
O -15.67 3.36 -6.85 -0.952
O -17.18 -0.12 -8.67 -0.949
H -13.29 1.34 -3.78 0.495
H -16.80 1.60 -9.30 0.477
H -13.65 -2.11 -8.87 0.462
H -13.34 -1.48 -5.70 0.473
H -18.11 -1.24 -5.64 0.464
H -10.96 0.41 -2.95 0.464
H -14.24 0.36 -5.52 0.491
H -13.66 -0.02 -3.23 0.477
O -13.52 -1.16 -8.91 -0.953
H -11.91 -0.14 -4.00 0.453
H -16.48 3.51 -6.36 0.482
O -13.12 -2.41 -5.72 -0.933
```

=====

*x*
DFT (the ωB97M-V functional and the def2-TZVPD basis) results for a 10-piece molecular cluster, H20O10 overall.

## Properties
HOMO   -0.40044 hartree
SMILES string   O.O.O.O.O.O.O.O.O.O

The geometry in XYZ format:
```
30
Properties=species:S:1:pos:R:3:nbo_charge:R:1
H -2.11 -2.55 0.04 0.467
O -0.44 2.87 2.60 -0.950
O 2.60 0.71 -1.18 -0.969
O 0.05 0.28 -3.14 -0.936
H 2.76 -2.06 -2.89 0.479
O -3.03 -2.34 0.13 -0.937
H 2.33 1.35 -2.00 0.492
H -0.23 -0.40 3.44 0.462
O -0.34 0.10 -0.41 -1.071
H 0.49 -0.56 -0.43 0.546
H -3.11 0.63 1.85 0.491
H -0.71 -0.18 -3.53 0.484
H 0.16 2.16 -0.68 0.495
H -1.04 0.17 0.19 0.514
O 1.95 -2.38 -0.06 -0.975
H -3.07 -1.75 0.81 0.467
H -0.42 2.70 1.67 0.478
O -0.03 2.97 -0.29 -0.969
O -2.35 -0.02 1.73 -0.970
H -2.22 -0.23 2.68 0.486
H -0.14 -1.51 2.43 0.466
H 1.25 -1.33 -2.68 0.511
H 2.83 1.26 -0.46 0.479
O 0.17 -1.30 3.32 -0.925
H 2.16 -1.64 0.51 0.458
H 2.35 -2.17 -0.97 0.498
H -0.13 0.47 -2.35 0.466
H -1.02 3.20 -0.27 0.480
O 1.80 -2.24 -2.65 -0.978
H -0.51 3.79 2.60 0.460
```

=====

*y*
DFT (the ωB97M-V functional and the def2-TZVPD basis) results for a 10-piece molecular cluster, H20O10 overall.

## Properties
HOMO   -0.38183 hartree
SMILES string   O.O.O.O.O.O.O.O.O.O

The geometry in XYZ format:
```
30
Properties=species:S:1:pos:R:3:nbo_charge:R:1
H 1.35 2.12 0.11 0.493
O -2.10 0.01 0.85 -1.000
H 1.56 0.00 0.39 0.497
H -1.17 -0.19 -0.69 0.516
O -0.64 1.88 1.96 -0.916
H 1.36 -3.15 1.41 0.505
H -1.29 1.90 -3.15 0.493
H 2.36 3.19 -0.45 0.477
H 1.51 -1.35 2.86 0.500
H -0.09 1.47 2.55 0.487
H -0.96 -0.95 -2.11 0.490
H 2.11 -0.01 3.01 0.466
H -3.14 0.74 -1.48 0.472
O 0.88 -3.02 2.32 -0.975
H 2.45 -2.98 -1.56 0.466
H -0.09 2.34 1.37 0.484
H -1.62 -0.66 1.37 0.475
H -3.76 -0.32 -2.49 0.485
O -0.67 1.37 -2.57 -0.976
O 1.54 3.10 0.03 -1.007
O 1.33 -0.47 2.60 -0.973
O 1.71 -2.65 -1.15 -0.963
O -3.06 0.29 -2.21 -0.955
H 0.97 -2.46 -1.80 0.498
H 0.15 1.80 -2.38 0.483
O 1.56 0.47 -0.47 -0.997
H -1.41 0.92 0.80 0.503
H -0.03 -3.21 2.14 0.482
H 0.88 0.01 -0.95 0.506
O -0.69 -0.89 -1.22 -1.014
```

=====

Which is most stable, and by how much? *w*, by 29.7 kcal/mol.

=====

*w*
DFT (the ωB97M-V functional and the def2-TZVPD basis) results for C32H37AsN4O7PTl as an isolated structure.

## Properties
Net charge   -2
HOMO   -0.09294 hartree

The geometry in XYZ format:
```
83
Properties=species:S:1:pos:R:3:lowdin_charge:R:1
H 2.06 -0.71 4.83 0.109
C -0.39 -2.25 3.09 -0.087
C 4.03 1.00 -2.38 -0.152
H -1.98 2.97 6.11 0.087
C 4.81 1.13 -0.33 -0.029
C 3.80 0.92 -3.87 -0.529
H 3.77 -4.10 -2.53 0.030
H -4.47 1.78 0.92 0.066
P 2.33 -2.41 -1.46 0.776
H 3.47 -1.79 0.60 0.029
H -1.41 0.58 2.60 0.101
H -6.52 -2.42 -5.52 0.084
H -3.78 -3.60 -2.43 0.096
C -4.46 -0.52 -3.61 -0.032
C 1.42 -1.00 4.01 -0.044
H -2.01 -2.70 1.14 0.113
N -1.22 -1.63 -0.40 -0.067
H 4.18 -3.26 -0.11 0.037
C -3.35 3.33 4.49 -0.111
C 2.09 1.85 2.52 -0.076
O -2.64 0.13 -1.62 -0.233
C -1.19 -2.04 0.80 -0.129
C -1.95 1.36 3.12 -0.031
C -4.25 -2.84 -3.04 -0.047
C -3.40 1.66 1.08 -0.335
C -2.84 -1.10 -1.81 -0.582
C 0.41 -1.95 4.18 -0.129
H -4.16 0.50 -3.44 0.109
H 2.18 -4.72 -0.63 0.031
C 3.16 -3.26 -2.86 -0.298
O 4.81 1.24 -4.63 0.065
C 0.85 -0.75 1.62 -0.345
H 5.74 1.38 -4.08 0.019
H 2.85 0.63 0.42 0.095
H -1.87 5.15 -0.03 0.005
O 2.72 0.55 -4.29 -0.005
C -1.58 1.71 4.41 -0.083
H -5.48 -4.20 -4.15 0.087
C 5.22 1.22 -1.64 -0.071
N -2.25 -2.09 -1.19 0.033
C -2.27 2.70 5.10 -0.116
O 2.62 0.54 2.65 -0.131
H -0.75 1.20 4.88 0.094
H 1.15 -3.59 0.30 0.023
H 2.41 -3.60 -3.57 0.033
Tl 0.33 -0.03 -1.99 0.814
C 3.77 -2.27 -0.33 -0.272
H -3.13 0.63 0.82 0.055
O 7.51 1.53 -1.20 -0.011
H -3.90 4.10 5.01 0.089
C 1.50 -3.86 -0.70 -0.291
C -5.19 -3.16 -4.00 -0.113
H -5.85 -0.06 -5.18 0.089
C 1.61 -0.41 2.78 -0.236
H 2.91 2.52 2.26 0.090
C 6.64 1.46 -2.07 -0.614
H 0.63 -4.14 -1.29 0.035
O 6.81 1.61 -3.33 -0.018
C -0.64 2.32 0.22 -0.361
H 1.64 2.18 3.46 0.088
H -0.52 1.25 0.39 -0.019
C -3.88 -1.51 -2.83 -0.135
O 1.17 -0.24 0.48 -0.269
H -4.56 3.47 2.72 0.105
H 5.38 1.22 0.58 0.128
C -0.21 -1.68 1.83 -0.168
H 4.55 -1.66 -0.80 0.034
H -2.24 4.47 1.56 0.003
C -5.41 -0.84 -4.58 -0.106
N 3.48 0.91 -0.34 0.012
As -2.48 2.70 -0.34 1.170
C -3.02 1.99 2.48 -0.305
H -0.38 2.86 1.14 0.021
C -5.78 -2.17 -4.77 -0.129
H 0.24 -2.41 5.14 0.080
H -3.55 4.91 0.45 0.001
C -2.55 4.49 0.52 -0.365
H -1.20 -2.97 3.21 0.098
H 3.80 -2.54 -3.38 0.032
N 3.00 0.83 -1.57 0.029
H 0.05 2.61 -0.57 0.009
H 1.33 1.90 1.73 0.055
C -3.72 2.98 3.20 -0.085
```

=====

*x*
DFT (the ωB97M-V functional and the def2-TZVPD basis) results for C32H37AsN4O7PTl as an isolated structure.

## Properties
Net charge   -2
HOMO   -0.06982 hartree

The geometry in XYZ format:
```
83
Properties=species:S:1:pos:R:3:lowdin_charge:R:1
H 5.69 1.73 -2.85 0.006
C -5.12 -0.28 3.37 -0.045
H 1.05 -3.31 -0.69 0.032
O -0.62 -2.48 -4.39 -0.007
C -0.73 -1.80 -3.32 -0.581
N -1.12 0.77 2.70 -0.036
H -0.58 -3.62 -0.14 0.041
C 1.10 2.83 -5.71 -0.118
C 3.16 2.15 3.23 -0.238
C 2.30 -2.48 2.02 -0.292
H 3.98 1.24 -4.90 0.102
C -6.24 -2.23 1.74 -0.102
H 2.23 3.35 -1.74 0.018
C 0.45 -3.56 0.19 -0.287
C -4.93 -1.83 1.55 -0.046
C 2.41 2.37 -5.82 -0.109
H -7.02 -0.22 4.35 0.088
H 1.79 2.63 -0.16 -0.023
As 3.80 1.42 -1.13 1.173
O 1.77 0.85 1.82 -0.249
C 3.31 2.96 4.33 -0.054
H -4.04 -0.28 -0.82 0.139
C -2.92 -0.45 2.09 -0.539
H 4.29 3.41 4.49 0.102
C -6.43 -0.68 3.56 -0.110
C 4.69 0.64 2.33 -0.131
C 2.25 3.18 5.22 -0.147
H 3.55 -0.26 -2.96 0.068
C 2.96 1.60 -4.80 -0.076
H 4.45 2.99 -3.07 0.007
N -2.36 -0.72 -1.84 0.063
P 0.59 -2.22 1.43 0.772
O -2.76 -3.09 -5.43 0.075
O 4.25 1.99 2.40 -0.147
C 1.90 1.53 2.88 -0.344
C -0.36 -2.96 2.81 -0.281
H 3.00 2.61 -6.70 0.089
C 0.36 2.50 -4.59 -0.083
C 5.02 2.41 -2.34 -0.358
Tl -0.25 0.29 0.06 0.779
O 0.19 -1.45 -2.57 -0.063
N -2.43 0.38 2.98 0.029
H -0.36 -2.28 3.66 0.035
H 2.47 -3.51 2.35 0.031
H -5.42 -1.39 -2.68 0.124
H -8.03 -1.96 2.91 0.085
H 0.31 1.45 -2.72 0.064
H 0.23 2.66 5.66 0.093
H 5.57 0.62 1.69 0.067
H 0.77 -4.53 0.59 0.032
H 5.62 3.10 -1.73 0.004
N -3.68 -0.66 -1.69 0.008
C 2.81 0.45 -2.57 -0.351
H 3.00 -2.24 1.21 0.036
H 3.19 3.69 -0.27 0.022
H -1.39 -3.09 2.48 0.030
H -1.82 -2.83 -5.00 0.035
H 0.66 3.42 -6.51 0.087
H -4.32 -2.27 0.76 0.105
C 1.06 2.54 4.97 -0.103
C -4.35 -1.32 -2.65 -0.030
H 0.07 -3.92 3.10 0.031
H 2.50 -1.78 2.84 0.030
C -7.00 -1.65 2.75 -0.126
C -3.40 -1.84 -3.50 -0.066
C 2.23 1.27 -3.66 -0.298
C -0.47 1.12 3.75 -0.132
H -6.68 -2.99 1.10 0.093
O -4.92 -2.77 -5.03 0.028
H 3.91 0.00 1.90 0.041
C -3.75 -2.61 -4.73 -0.546
C 0.85 1.73 3.85 -0.145
H 4.96 0.27 3.33 0.087
H 2.03 -0.14 -2.09 0.019
H -4.65 0.48 3.98 0.097
H -0.99 1.01 4.71 0.105
O -2.37 -0.92 1.05 -0.238
H -0.67 2.82 -4.51 0.099
C 0.91 1.73 -3.58 -0.051
H 2.38 3.83 6.08 0.073
C -2.15 -1.44 -2.93 -0.131
C -4.35 -0.86 2.35 -0.140
C 2.61 2.94 -0.81 -0.320
```

=====

Which is most stable, and by how much? *w*, by 7.3 kcal/mol.

=====

*w*
DFT (the ωB97M-V functional and the def2-TZVPD basis) results for CBr2S3 as an isolated structure.

## Properties
HOMO   -0.32390 hartree

The geometry in XYZ format:
```
6
Properties=species:S:1:pos:R:3:nbo_charge:R:1
Br -2.98 0.75 -0.24 0.000
S -0.86 -1.55 -0.18 0.221
C 0.12 -0.31 -0.07 -0.485
S -1.17 1.74 0.19 -0.094
S 1.78 -0.26 0.04 0.377
Br 2.32 1.85 -0.08 -0.019
```

=====

*x*
DFT (the ωB97M-V functional and the def2-TZVPD basis) results for a 2-piece molecular cluster, CBr2S3 overall.

## Properties
HOMO (spin up / spin down)   -0.31664 / -0.31588 hartree

The geometry in XYZ format:
```
6
Properties=species:S:1:pos:R:3:nbo_charge:R:1
C -0.76 -0.46 -0.17 -0.471
S -0.24 -1.83 0.55 0.407
S 1.16 1.18 0.24 -0.138
Br -0.10 2.85 0.50 -0.047
S -2.04 0.00 -1.03 0.255
Br 1.98 -1.74 -0.09 -0.007
```

=====

Which is most stable, and by how much? *w*, by 19.4 kcal/mol.